Run a
Molecular formula: C4H12N3O
Method: DFT, the ωB97M-V functional and the def2-TZVPD basis

As for the total charge: +1. The calculation puts the HOMO energy at -0.51815 Eh. Its orbital gap is 11.223 eV. The calculation puts the LUMO energy at -2.88 eV.

Each line ends with the Mulliken charge.
Element x y z (Å)
O -0.188 0.033 -1.939  -0.80
N -0.438 -1.921 -0.116  -0.21
N 1.245 1.783 -2.108  -0.45
N -0.785 2.032 -1.031  -0.35
C 0.194 -0.622 3.472  -1.24
C 0.272 -1.471 1.097  -0.07
C -0.378 -1.049 2.154  -0.16
C 0.088 1.215 -1.673  0.67
H 1.337 -1.453 0.906  0.36
H -0.149 -1.314 4.241  0.33
H -0.299 -1.205 -0.900  0.30
H -0.166 0.358 3.771  0.33
H -1.569 1.586 -0.591  0.22
H -0.142 -2.833 -0.460  0.38
H -1.444 -1.965 0.048  0.36
H 1.282 -0.616 3.478  0.34
H 1.595 2.581 -1.589  0.24
H -0.486 2.941 -0.706  0.21
H 1.970 1.141 -2.384  0.26
H -1.465 -0.981 2.132  0.27

---

Run b
Molecular formula: C4H12N3O
Method: DFT, the ωB97M-V functional and the def2-TZVPD basis

As for the total charge: +1. The calculation puts the HOMO energy at -0.44399 Eh. Its orbital gap is 8.603 eV. The calculation puts the LUMO energy at -3.48 eV.

Each line ends with the Mulliken charge.
Element x y z (Å)
O 0.891 1.915 -1.398  -0.46
N 0.066 -0.212 2.218  -0.14
N -0.635 1.748 -2.893  -0.21
N 0.416 -1.890 0.463  -0.11
C -0.037 -0.729 0.987  0.26
C 0.347 1.109 -2.354  -0.24
C 0.033 -2.179 -0.926  -0.79
C -0.329 1.101 2.678  -0.74
H 0.564 1.623 2.778  0.32
H -0.772 0.921 3.643  0.31
H 0.704 -2.689 0.974  0.26
H -0.847 -1.630 -1.326  0.33
H 0.904 -1.933 -1.559  0.34
H -1.063 1.562 1.944  0.32
H -0.024 -3.305 -0.873  0.29
H 1.647 1.466 -1.063  0.41
H -0.267 0.029 0.254  0.07
H 0.350 -0.941 2.890  0.25
H -0.880 2.765 -2.740  0.23
H -1.067 1.270 -3.696  0.29

---

Run c
Molecular formula: C4H12N3O
Method: DFT, the ωB97M-V functional and the def2-TZVPD basis

As for the total charge: +1. The calculation puts the HOMO energy at -0.48213 Eh. Its orbital gap is 7.726 eV. The calculation puts the LUMO energy at -5.39 eV.

Each line ends with the Mulliken charge.
Element x y z (Å)
O 0.262 2.918 1.151  -0.58
N -0.056 -2.242 -1.170  -0.02
N -1.573 1.922 2.071  -0.46
N 0.343 0.632 1.493  -0.50
C -0.844 -2.147 -0.117  -0.07
C 0.973 -1.293 -1.660  -0.12
C -0.279 1.882 1.524  0.52
C 1.100 -1.327 -3.170  -1.25
H -1.712 2.900 2.369  0.28
H 0.699 -0.281 -1.340  0.28
H 1.396 -2.343 -3.596  0.36
H 0.134 -1.002 -3.640  0.37
H 0.051 0.089 2.293  0.29
H -1.578 -2.917 0.102  0.27
H -1.919 1.246 2.704  0.23
H 1.922 -1.556 -1.162  0.26
H -0.875 -1.338 0.584  0.24
H 1.365 0.685 1.445  0.24
H 1.907 -0.636 -3.447  0.35
H -0.179 -3.066 -1.733  0.30

---

Which structure is most stable, and how do the rest compare? From most to least stable: run a, run c, run b.

---

Run a
Molecular formula: C4H7N3
Method: DFT, the ωB97M-V functional and the def2-TZVPD basis

The calculation puts the HOMO energy at -0.28235 Eh. Its orbital gap is 8.730 eV. The calculation puts the LUMO energy at 1.05 eV.

Each line ends with the Mulliken charge.
Element x y z (Å)
N -2.259 0.539 -0.779  0.27
N -1.737 1.427 -1.424  -0.70
N 1.089 -0.130 -0.527  -0.27
C 2.342 -0.033 0.200  -0.82
C -0.076 -0.187 0.161  0.22
C -1.504 -0.496 -0.010  -0.44
C -0.792 -0.191 1.254  -0.43
H -0.886 -0.153 2.327  0.38
H -1.924 -1.488 -0.225  0.32
H -3.293 0.397 -0.756  0.27
H 2.394 -0.866 0.907  0.27
H 2.472 0.906 0.755  0.28
H 1.010 0.418 -1.373  0.31
H 3.166 -0.142 -0.510  0.33

---

Run b
Molecular formula: C4H7N3
Method: DFT, the ωB97M-V functional and the def2-TZVPD basis

The calculation puts the HOMO energy at -0.32976 Eh. Its orbital gap is 9.739 eV. The calculation puts the LUMO energy at 0.77 eV.

Each line ends with the Mulliken charge.
Element x y z (Å)
N 0.217 1.262 0.341  -0.42
N 1.192 -0.607 -0.396  -0.40
N -1.151 -0.428 -0.575  -0.41
C 0.062 2.041 -0.576  -0.35
C -0.014 -0.112 0.218  0.39
C 2.119 -1.155 0.266  -0.26
C -2.243 -0.853 -0.101  -0.26
H 3.096 -1.493 -0.219  0.24
H 0.646 3.044 -0.473  0.21
H -0.315 -0.370 1.564  0.21
H -2.452 -0.865 0.954  0.25
H -0.403 1.888 -1.567  0.29
H -2.946 -1.245 -0.801  0.27
H 2.192 -1.106 1.365  0.23

---

Run c
Molecular formula: C4H7N3
Method: DFT, the ωB97M-V functional and the def2-TZVPD basis

The calculation puts the HOMO energy at -0.30552 Eh. Its orbital gap is 8.842 eV. The calculation puts the LUMO energy at 0.53 eV.

Each line ends with the Mulliken charge.
Element x y z (Å)
N -0.887 1.323 -0.159  -0.49
N 0.098 -0.328 2.018  -0.57
N 0.082 1.660 0.672  -0.18
C -0.039 -1.590 -2.095  -0.74
C -0.796 0.201 -0.758  -0.03
C 0.216 -0.780 -0.994  0.13
C 0.455 0.849 1.773  -0.03
H -1.717 -0.101 -1.227  0.28
H 0.477 -0.543 2.992  0.26
H 1.194 -0.656 -0.525  0.28
H -0.971 -1.672 -2.624  0.28
H 1.227 1.400 2.398  0.32
H 0.756 -2.352 -2.370  0.22
H -0.097 2.590 0.899  0.26

---

Run d
Molecular formula: C4H7N3
Method: DFT, the ωB97M-V functional and the def2-TZVPD basis

The calculation puts the HOMO energy at -0.26326 Eh. Its orbital gap is 8.212 eV. The calculation puts the LUMO energy at 1.05 eV.

Each line ends with the Mulliken charge.
Element x y z (Å)
N -2.499 -0.305 0.146  -0.59
N -0.678 1.191 -0.273  -0.04
N 2.480 -0.458 0.276  -0.59
C -1.115 -0.032 0.140  0.09
C 1.141 -0.006 0.174  0.93
C 0.715 1.231 -0.238  -1.05
C -0.017 -0.805 0.442  -0.63
H 1.263 2.120 -0.527  0.37
H -0.017 -1.820 0.828  0.29
H -2.861 -0.245 -0.801  0.24
H 3.023 -0.136 -0.516  0.25
H -1.287 1.983 -0.397  0.22
H 2.518 -1.472 0.270  0.26
H -2.667 -1.247 0.476  0.26

---

Which structure is most stable, and how do the rest compare? From most to least stable: run d, run c, run b, run a.